ORCA calculation (ωB97M-V/def2-TZVPD) on a single C3H5NO2S molecule.

Geometry as ORCA input:
```
! RIJCOSX wB97M-V def2-TZVPD def2/J DEFGRID3
* xyz 0 1
H 0.39731 -3.06299 -1.38549
S -0.10738 1.46749 -0.71217
C 0.62630 -2.27569 -0.68526
H -2.12270 1.56343 2.22335
O 0.42551 -1.09230 -1.25145
O 0.95249 -2.43020 0.45507
H -2.03293 2.73909 0.75247
N -0.75895 1.06441 0.82131
C -1.67756 1.81974 1.25001
H 1.91624 0.26491 -1.22923
C 1.03770 0.02413 -0.63107
H 1.34399 -0.08202 0.39246
*
```

Calculated values
LUMO level	0.0308	hartree
structure (SMILES)	C=NSCOC=O
frontier orbital gap	0.367	hartree
HOMO energy	-9.1528	eV

***

ORCA calculation (ωB97M-V/def2-TZVPD) on a gas-phase ion, C3H3N2O3 (charge -1).

Geometry as ORCA input:
```
! RIJCOSX wB97M-V def2-TZVPD def2/J DEFGRID3
* xyz -1 1
O -2.08871 -1.57363 -0.15896
H 0.47071 2.01973 0.39615
N 1.09431 0.11782 0.63202
C 0.25196 -1.17006 0.42174
H 0.95240 -2.07971 0.27448
O -2.00093 1.38665 -0.33636
C -1.11869 0.59023 0.00167
H 1.35227 0.37983 -1.12948
C -1.03501 -0.89129 0.03815
O 2.00212 0.12961 -0.46663
N 0.11959 1.09080 0.32723
*
```

Calculated values
LUMO level	0.1499	hartree
structure (SMILES)	O=c1[nH]n(O)cc1[O-]
frontier orbital gap	0.270	hartree
HOMO energy	-3.2651	eV

***

ORCA calculation (ωB97M-V/def2-TZVPD) on a single C11H14FNO2 molecule.

Geometry as ORCA input:
```
! RIJCOSX wB97M-V def2-TZVPD def2/J DEFGRID3
* xyz 0 1
C -0.97491 -0.32883 -2.48589
C 0.49850 -0.09868 1.81726
C 0.60509 0.54588 0.53973
C 2.91240 0.28822 2.14389
H 0.07783 -0.14174 -2.67233
O -0.90654 -2.50361 0.38004
C -2.65656 -0.51545 -0.51127
H 2.03199 1.20493 -0.99173
H -0.43103 -0.67023 2.07757
H -1.24577 -1.19439 -3.04935
C -0.37339 -1.91024 -0.55438
C -1.09275 -0.52402 -0.91917
F 4.02263 0.46503 2.78005
H 3.98460 1.26242 0.61082
O 0.80780 -2.27234 -1.06985
C 1.85814 0.93724 0.05348
H -1.40143 2.54122 -1.23493
H -3.37729 0.04613 -1.13019
C 1.68374 -0.29873 2.64211
C 2.98481 0.86248 0.88403
H -1.57434 0.52218 -2.75021
H 1.10752 -3.12833 -0.57353
H -2.12051 1.97189 0.44218
H 1.55055 -0.72420 3.62403
H -2.98001 -1.56534 -0.38517
C -1.23109 2.01639 -0.22410
H -2.83030 -0.05006 0.47467
N -0.46007 0.66661 -0.30691
H -0.46966 2.59558 0.38918
*
```

Calculated values
LUMO level	0.0231	hartree
structure (SMILES)	CN(c1ccc(F)cc1)C(C)(C)C(=O)O
frontier orbital gap	0.325	hartree
HOMO energy	-8.2205	eV

***

ORCA calculation (ωB97M-V/def2-TZVPD) on a single C2H5NOS2 molecule.

Geometry as ORCA input:
```
! RIJCOSX wB97M-V def2-TZVPD def2/J DEFGRID3
* xyz 0 1
H 0.44533 2.12332 0.58416
H 0.46808 -1.50995 -2.02233
S -2.03203 -0.16874 -0.52689
C 0.28189 1.08732 0.99571
S 2.26641 -0.06023 -0.64657
O 0.01579 -1.75229 -1.23313
H 0.91904 0.96127 1.89108
H -2.18344 -1.19248 0.39546
C 0.82328 0.19831 -0.09845
H -0.75356 0.87035 1.25691
N -0.25079 -0.55688 -0.59596
*
```

Calculated values
LUMO level	0.0055	hartree
structure (SMILES)	CC(=S)N(O)S
frontier orbital gap	0.328	hartree
HOMO energy	-8.7889	eV

***

ORCA calculation (ωB97M-V/def2-TZVPD) on a gas-phase ion, C19H22F3N2 (charge +1).

Geometry as ORCA input:
```
! RIJCOSX wB97M-V def2-TZVPD def2/J DEFGRID3
* xyz 1 1
C 2.02948 -1.26408 0.89716
C 3.35949 -0.95743 1.16476
C -1.42915 0.33788 0.93733
C -2.28973 -1.60864 -1.73347
H 0.98453 0.70834 -3.63553
H -2.95754 -1.74274 -2.60903
H 1.48748 -1.29503 -1.44008
H -3.76719 -2.19595 -0.43792
C 0.84570 -0.30271 -3.24153
C -0.58486 -0.80990 -3.37579
H -4.36305 2.38399 2.42006
H -0.56041 -1.90847 -3.47644
F 6.00376 -0.22482 1.42828
C -3.43216 0.44437 2.28314
F 5.36402 0.79446 3.27892
C 1.03598 -0.27041 0.98778
N -3.11141 -1.42672 -0.56308
H -3.63827 -0.55081 -0.59700
C -1.47586 1.72139 0.73865
H 0.58527 1.61819 1.98858
C -3.52536 1.81651 2.02628
H -1.95577 0.46901 -2.19064
H -1.10821 -0.44229 -4.26410
C 3.67596 0.30077 1.65836
H 1.79391 0.44768 -1.37681
C -0.31721 -0.48403 0.29553
H 1.78227 -2.26691 0.52793
F 5.43404 1.89559 1.37092
H 2.93749 2.17454 2.40675
N -0.22212 -0.10254 -1.07893
H -0.56621 -1.55986 0.29596
H -2.56757 3.53991 1.12236
C 5.11603 0.68415 1.92975
H -4.19093 -0.07260 2.86978
C -2.53160 2.46118 1.28569
H -1.71153 -2.53911 -1.61344
C 2.67908 1.22215 1.94707
H -0.28660 0.91610 -1.12246
C -2.37514 -0.29056 1.74118
H -0.68243 2.26291 0.18545
C -1.35639 -0.45773 -2.09193
H -2.29064 -1.36870 1.89460
C 1.11668 -0.32218 -1.74741
C 1.34747 0.91193 1.66207
H 1.56378 -0.96640 -3.72873
H 4.15495 -1.68045 0.97996
*
```

Calculated values
LUMO level	-0.0960	hartree
structure (SMILES)	NC[C@@H]1CCC[N@@H+]1[C@H](c1ccccc1)c1ccc(C(F)(F)F)cc1
frontier orbital gap	0.344	hartree
HOMO energy	-11.9816	eV

***

ORCA calculation (ωB97M-V/def2-TZVPD) on 2 unconnected molecules or ions with the total composition C4H11N2.

Geometry as ORCA input:
```
! RIJCOSX wB97M-V def2-TZVPD def2/J DEFGRID3
* xyz 2 2
H 1.73888 2.06471 0.49297
N 0.15171 -2.56116 -0.68598
C 0.24724 0.66688 0.62107
H 0.04006 0.93878 -1.86198
H 1.02630 2.42451 -2.11788
H 0.22980 -3.58198 -0.56611
H -1.38206 -1.24595 2.34081
H 0.80438 -1.99271 -0.14504
H -2.41999 -1.08140 1.06990
C 0.91616 1.51036 -1.54701
C -0.77855 0.18053 1.21889
N -1.43006 -1.11360 1.32949
H 0.03404 2.59366 0.08373
H -0.92431 0.72773 2.17115
H 1.75718 0.84487 -1.73571
C 0.80158 1.82448 -0.00403
H -0.81235 -2.19972 -0.66425
*
```

Calculated values
LUMO level (alpha / beta)	-0.4058 / -0.4852	hartree
frontier orbital gap (alpha / beta)	0.326 / 0.244	hartree
HOMO energy (alpha / beta)	-19.9254 / -19.8464	eV

***

ORCA calculation (ωB97M-V/def2-TZVPD) on a molecular structure, C2Br2Cl2S.

Geometry as ORCA input:
```
! RIJCOSX wB97M-V def2-TZVPD def2/J DEFGRID3
* xyz 0 1
C -0.82132 0.02003 0.15234
C 0.61879 0.00429 -0.12234
Br -1.94523 1.57976 -0.25694
Cl 1.22820 1.52264 -0.82017
Br -1.87375 -1.64594 -0.22502
S 0.07621 -0.02624 1.72653
Cl 1.29713 -1.48594 -0.78516
*
```

Calculated values
LUMO level	-0.0190	hartree
frontier orbital gap	0.347	hartree
HOMO energy	-9.9660	eV